Record 1
2 unconnected molecules or ions with the total composition C2H7S2. Source: the Open Molecules 2025 dataset; level of theory: ωB97M-V with the def2-TZVPD basis set.

Geometry as XYZ:
```
11
Properties=species:S:1:pos:R:3:mulliken_charge:R:1
S 1.679 2.688 0.718 -0.881
H 2.395 1.776 0.038 -0.062
C 0.149 -1.406 0.780 -0.679
S -0.514 -1.380 -0.910 -0.143
C -1.060 0.337 -1.023 -0.678
H -0.454 -2.092 1.365 0.263
H 1.209 -1.640 0.803 0.267
H 0.034 -0.388 1.154 0.207
H -0.233 1.010 -0.783 0.165
H -1.704 0.511 -0.160 0.257
H -1.501 0.585 -1.981 0.282
```

The LUMO energy comes out at 3.244 eV. As for the HOMO-LUMO gap: 5.90 eV. Its total charge is -1. The calculated total energy comes out at -876.79399 hartree. The HOMO energy comes out at -2.65 eV.

Record 2
2 unconnected molecules or ions with the total composition C2H7S2. Source: the Open Molecules 2025 dataset; level of theory: ωB97M-V with the def2-TZVPD basis set.

Geometry as XYZ:
```
11
Properties=species:S:1:pos:R:3:mulliken_charge:R:1
C 0.255 -2.663 0.508 -0.779
S 0.894 -1.329 -0.544 -0.665
H -0.713 -2.953 0.076 0.188
H 0.100 -2.466 1.567 0.228
H 0.954 -3.501 0.516 0.213
H -0.455 0.230 0.405 0.024
C -0.186 2.595 -0.602 -0.784
S -0.222 1.548 0.880 -0.230
H -0.951 2.259 -1.330 0.235
H 0.798 2.683 -1.082 0.251
H -0.476 3.597 -0.393 0.319
```

The LUMO energy comes out at 3.732 eV. As for the HOMO-LUMO gap: 6.06 eV. Its total charge is -1. The calculated total energy comes out at -876.77268 hartree. The HOMO energy comes out at -2.33 eV.

Record 3
A gas-phase ion, C2H7S3 (charge -1). Source: the Open Molecules 2025 dataset; level of theory: ωB97M-V with the def2-TZVPD basis set.

Geometry as XYZ:
```
12
Properties=species:S:1:pos:R:3:mulliken_charge:R:1
S 2.016 0.321 0.175 -0.108
S 3.629 1.880 0.227 -0.457
H 2.460 -0.105 -1.001 0.123
H 4.157 1.567 1.417 0.074
C -2.119 -0.240 -0.597 -1.025
C -1.072 -0.570 0.465 -0.410
S 0.290 -1.582 -0.182 -0.540
H -2.596 -1.155 -0.958 0.261
H -1.629 0.186 -1.476 0.274
H -2.881 0.464 -0.246 0.320
H -1.555 -1.126 1.273 0.231
H -0.700 0.360 0.903 0.259
```

The LUMO energy comes out at 3.402 eV. As for the HOMO-LUMO gap: 6.56 eV. Its total charge is -1. The calculated total energy comes out at -1274.99284 hartree. The HOMO energy comes out at -3.16 eV.

Record 4
2 unconnected molecules or ions with the total composition C2H8. Source: the Open Molecules 2025 dataset; level of theory: ωB97M-V with the def2-TZVPD basis set.

Geometry as XYZ:
```
10
Properties=species:S:1:pos:R:3:mulliken_charge:R:1
C -0.103 -1.986 -0.825 -0.372
H -0.783 -2.590 -0.207 0.230
H 0.889 -2.462 -0.852 0.233
H -0.014 -0.977 -0.396 -0.296
H -0.503 -1.915 -1.848 0.226
C 0.103 1.986 0.825 -0.451
H 0.337 2.768 0.088 0.235
H 0.912 1.928 1.568 0.224
H 0.005 1.017 0.314 -0.258
H -0.842 2.231 1.332 0.231
```

The LUMO energy comes out at 1.112 eV. As for the HOMO-LUMO gap: 14.13 eV. The calculated total energy comes out at -80.98130 hartree. The HOMO energy comes out at -13.01 eV.

Record 5
2 unconnected molecules or ions with the total composition C2H8. Source: the Open Molecules 2025 dataset; level of theory: ωB97M-V with the def2-TZVPD basis set.

Geometry as XYZ:
```
10
Properties=species:S:1:pos:R:3:mulliken_charge:R:1
C 0.320 -1.232 1.115 -1.054
H 0.567 -1.504 0.078 0.258
H -0.705 -0.834 1.156 0.254
H 1.025 -0.468 1.473 0.255
H 0.392 -2.125 1.755 0.271
C -0.320 1.232 -1.115 -0.714
H 0.126 0.743 -0.237 0.015
H -1.417 1.193 -1.040 0.226
H 0.004 0.713 -2.029 0.224
H 0.008 2.282 -1.155 0.266
```

The LUMO energy comes out at 1.121 eV. As for the HOMO-LUMO gap: 13.85 eV. The calculated total energy comes out at -80.98008 hartree. The HOMO energy comes out at -12.73 eV.

Record 6
2 unconnected molecules or ions with the total composition C2H8BrNP. Source: the Open Molecules 2025 dataset; level of theory: ωB97M-V with the def2-TZVPD basis set.

Geometry as XYZ:
```
13
Properties=species:S:1:pos:R:3:mulliken_charge:R:1
C -0.503 0.620 1.945 0.434
C 1.142 -0.208 -1.828 -0.847
N -1.376 0.307 2.811 -0.191
P -0.368 -0.734 -2.780 0.102
Br -1.517 -1.236 -1.005 -0.172
H -0.381 0.122 0.977 -0.200
H 0.157 1.479 2.120 0.279
H 1.744 0.303 -2.595 0.353
H 1.044 0.524 -0.983 0.218
H -1.288 0.678 3.748 0.300
H 1.556 -1.206 -1.642 0.324
H -2.134 -0.430 2.856 0.320
H -1.082 0.414 -2.701 0.080
```

The LUMO energy comes out at -5.704 eV. As for the HOMO-LUMO gap: 6.96 eV. Its total charge is +1. The calculated total energy comes out at -3050.82129 hartree. The HOMO energy comes out at -12.67 eV.

Record 7
A molecular structure, C2H8Cl2N2Si. Source: the Open Molecules 2025 dataset; level of theory: ωB97M-V with the def2-TZVPD basis set.

Geometry as XYZ:
```
15
Properties=species:S:1:pos:R:3:mulliken_charge:R:1
C -0.530 -0.496 -1.873 -0.930
C 0.767 0.502 2.109 -0.911
N -1.711 0.008 0.148 -0.690
N -0.511 -0.486 -0.448 0.313
Si 0.915 -0.289 0.456 0.498
Cl 2.503 1.711 -0.476 -0.535
Cl 2.131 -1.771 -0.145 -0.199
H -1.204 -1.252 -2.412 0.291
H -0.795 0.548 -2.124 0.321
H 0.388 -0.802 -2.211 0.348
H 1.816 0.675 2.438 0.315
H 0.367 1.507 2.071 0.326
H 0.337 -0.223 2.804 0.323
H -2.458 -0.625 -0.181 0.275
H -2.014 0.992 -0.154 0.256
```

The LUMO energy comes out at 0.458 eV. As for the HOMO-LUMO gap: 9.96 eV. The calculated total energy comes out at -1400.43111 hartree. The HOMO energy comes out at -9.51 eV.

Record 8
2 unconnected molecules or ions with the total composition C2H8Cl2NOP3. Source: the Open Molecules 2025 dataset; level of theory: ωB97M-V with the def2-TZVPD basis set.

Geometry as XYZ:
```
17
Properties=species:S:1:pos:R:3:mulliken_charge:R:1
C -1.004 -2.057 0.443 -0.874
C 0.003 -0.393 1.951 -0.946
N 0.090 -1.177 0.749 0.403
O 0.768 -0.714 -0.240 -0.487
P -0.838 0.354 -2.480 -0.018
P 0.058 2.250 -2.248 -0.106
P 1.089 1.733 -0.359 0.435
Cl 2.806 1.101 -1.101 -0.192
Cl 1.660 3.618 0.183 -0.305
H -1.896 -1.485 0.152 0.341
H -0.717 -2.690 -0.397 0.276
H -1.226 -2.671 1.316 0.322
H -0.242 -1.040 2.791 0.307
H 0.962 0.092 2.126 0.335
H -0.765 0.384 1.854 0.377
H 0.244 -0.135 -3.217 0.059
H -0.994 2.828 -1.523 0.073
```

The LUMO energy (alpha / beta) comes out at -1.264 / -0.302 eV. As for the HOMO-LUMO gap (alpha / beta): 7.06 / 7.56 eV. The calculated total energy comes out at -2155.34762 hartree. The HOMO energy (alpha / beta) comes out at -8.32 / -7.86 eV.

Record 9
A gas-phase ion, C2H8ClN2O2 (charge +1). Source: the Open Molecules 2025 dataset; level of theory: ωB97M-V with the def2-TZVPD basis set.

Geometry as XYZ:
```
15
Properties=species:S:1:pos:R:3:mulliken_charge:R:1
C 0.784 -0.050 0.287 -0.803
C -0.711 -0.408 -0.217 0.874
N -0.988 -1.658 0.484 -0.640
N 0.832 1.522 0.179 -0.274
O -0.792 -0.504 -1.581 -0.458
O -1.645 0.716 0.266 -0.471
Cl -3.279 0.522 -0.067 0.047
H 0.858 -0.410 1.253 0.473
H 1.419 -0.515 -0.440 0.305
H -1.916 -1.993 0.273 0.287
H -0.781 -1.684 1.436 0.183
H -0.236 1.553 0.067 0.417
H 1.300 2.029 -0.614 0.362
H 1.310 1.822 1.011 0.333
H -1.104 -1.397 -1.779 0.366
```

The LUMO energy comes out at -3.990 eV. As for the HOMO-LUMO gap: 10.41 eV. Its total charge is +1. The calculated total energy comes out at -800.84686 hartree. The HOMO energy comes out at -14.40 eV.

Record 10
A molecular structure, C2H8CuNO. Source: the Open Molecules 2025 dataset; level of theory: ωB97M-V with the def2-TZVPD basis set.

Geometry as XYZ:
```
13
Properties=species:S:1:pos:R:3:mulliken_spin:R:1
C 1.110 -1.252 -1.671 0.028
Cu 0.394 0.345 -0.907 0.080
N -0.665 1.907 0.932 -0.016
H -1.718 -1.101 0.978 0.104
H -0.999 1.035 1.380 0.009
H -0.050 1.708 -0.525 -0.001
H 0.631 -1.345 -2.646 0.012
H 1.059 -2.242 -1.187 -0.003
H 2.176 -1.004 -1.722 0.009
H 0.032 2.389 1.489 0.007
H -1.431 2.574 0.761 0.006
O 0.074 -1.789 1.937 0.159
C -0.612 -1.225 1.182 0.606
```

As for the multiplicity: 2. The LUMO energy (alpha / beta) comes out at 3.979 / 3.885 eV. As for the HOMO-LUMO gap (alpha / beta): 5.42 / 5.28 eV. Its total charge is -1. The calculated total energy comes out at -1851.26388 hartree. The HOMO energy (alpha / beta) comes out at -1.44 / -1.40 eV.

Record 11
A molecular structure, C2H8F2N3O12V. Source: the Open Molecules 2025 dataset; level of theory: ωB97M-V with the def2-TZVPD basis set.

Geometry as XYZ:
```
28
Properties=species:S:1:pos:R:3:mulliken_spin:R:1
O -34.633 30.296 -33.073 -0.184
V -33.950 31.542 -32.384 1.172
N -31.628 32.571 -34.413 -0.001
O -32.099 33.700 -34.442 0.003
O -32.341 31.599 -33.995 -0.003
O -30.477 32.346 -34.867 0.001
N -31.807 29.901 -30.263 0.000
O -31.316 28.804 -29.967 0.002
O -32.668 30.014 -31.206 -0.002
O -31.477 30.948 -29.678 0.004
N -35.760 30.972 -29.547 -0.001
O -36.572 31.570 -28.814 0.001
O -35.441 29.798 -29.311 0.002
O -35.269 31.591 -30.530 0.002
F -32.774 33.090 -31.412 -0.003
F -35.018 33.076 -33.433 0.006
C -37.824 30.656 -33.410 -0.001
O -37.752 32.027 -33.138 0.000
H -37.584 29.997 -32.568 0.001
H -38.882 30.468 -33.657 0.000
H -37.229 30.413 -34.297 0.000
H -36.819 32.281 -33.289 0.001
C -33.167 27.904 -35.534 0.001
O -34.251 27.048 -35.876 0.000
H -32.812 28.408 -36.431 0.000
H -33.408 28.690 -34.816 0.000
H -32.341 27.345 -35.082 0.000
H -34.660 26.786 -35.046 0.000
```

As for the multiplicity: 2. The LUMO energy (alpha / beta) comes out at 6.758 / 6.758 eV. As for the HOMO-LUMO gap (alpha / beta): 6.80 / 6.80 eV. Its total charge is -3. The calculated total energy comes out at -2291.57068 hartree. The HOMO energy (alpha / beta) comes out at -0.04 / -0.04 eV.

Record 12
A molecular structure, C2H8F6O10PtS2. Source: the Open Molecules 2025 dataset; level of theory: ωB97M-V with the def2-TZVPD basis set.

Geometry as XYZ:
```
29
Properties=species:S:1:pos:R:3:mulliken_spin:R:1
Pt -0.858 1.084 0.632 0.695
C 5.510 -0.135 3.634 -0.004
F 6.687 -0.601 4.084 0.000
F 4.656 0.093 4.626 0.000
F 5.686 1.001 2.974 0.000
S 4.798 -1.394 2.426 -0.057
O 4.742 -2.604 3.289 0.167
O 3.450 -0.966 1.973 0.183
O 5.780 -1.471 1.322 0.146
C -2.895 -3.615 -5.236 -0.007
F -4.212 -3.541 -4.998 -0.001
F -2.313 -4.318 -4.236 -0.001
F -2.667 -4.157 -6.419 -0.001
S -2.212 -1.790 -5.341 -0.113
O -2.117 -1.366 -3.940 0.306
O -0.932 -1.931 -6.045 0.328
O -3.239 -1.067 -6.116 0.359
O -3.872 3.922 0.262 0.001
H -3.791 4.873 0.185 0.000
H -4.815 3.757 0.221 0.000
O 1.866 3.596 -1.333 0.001
H 1.902 4.511 -1.611 0.000
H 2.702 3.225 -1.615 0.000
O -4.031 -1.267 2.109 0.001
H -4.068 -1.521 3.031 0.000
H -4.872 -1.549 1.749 0.000
O -0.234 2.210 4.461 -0.001
H 0.304 2.912 4.828 0.000
H -0.954 2.109 5.083 0.000
```

As for the multiplicity: 3. The LUMO energy (alpha / beta) comes out at -3.625 / -5.681 eV. As for the HOMO-LUMO gap (alpha / beta): 6.34 / 1.65 eV. The calculated total energy comes out at -2347.92868 hartree. The HOMO energy (alpha / beta) comes out at -9.97 / -7.33 eV.